45
Properties=species:S:1:pos:R:3:nbo_charge:R:1 method="wB97M-V/def2-TZVPD" charge=+3 total_energy_ha=-6296.49534 e_homo_ev="-18.00 / -17.96" lumo_ha="-0.46371 / -0.45984" homo_lumo_gap_ev="5.38 / 5.44"
Re 1.113 1.968 0.073 0.6478
C -2.479 5.526 -1.927 -0.6394
C -1.513 5.275 -0.802 0.0186
C -1.475 6.093 0.386 -0.0521
C -0.660 5.711 1.406 -0.2425
C -0.009 4.425 1.376 0.1724
Br 1.240 4.008 2.766 0.2600
N -0.056 3.697 0.249 -0.5691
C -0.775 4.167 -0.824 0.0196
H -3.525 5.402 -1.636 0.2726
H -2.112 4.906 -2.758 0.2298
H -2.429 6.546 -2.260 0.2614
H -1.817 7.168 0.387 0.2863
H -0.582 6.404 2.287 0.2925
H -0.712 3.425 -1.645 0.2224
S 3.708 -0.700 -0.848 -0.2176
Sb 3.484 1.264 -2.417 1.1254
S 0.796 1.392 -2.046 -0.0398
S 3.224 2.414 0.147 0.1131
S 5.112 2.709 -1.651 -0.1497
C -1.655 -3.441 -1.555 -0.6533
C -1.719 -2.326 -0.513 0.1331
C -2.761 -2.268 0.556 -0.6526
O -0.440 -2.426 0.329 -0.8470
P 0.933 -1.689 0.280 1.8481
S 2.014 -1.677 -1.569 -0.0190
S 0.694 0.178 1.300 -0.1089
O 1.900 -2.524 1.192 -0.8412
C 2.054 -3.951 1.469 0.1183
C 2.177 -4.814 0.206 -0.6501
C 0.840 -4.518 2.323 -0.6491
H -2.655 -3.660 -2.047 0.2834
H -1.268 -4.374 -1.073 0.2423
H -0.885 -3.145 -2.312 0.2137
H -1.786 -1.335 -1.033 0.1907
H -2.799 -3.206 1.115 0.2427
H -3.811 -2.090 0.179 0.2698
H -2.448 -1.499 1.335 0.2217
H 2.954 -3.901 2.073 0.2292
H 1.417 -4.530 -0.484 0.1999
H 1.912 -5.852 0.529 0.2694
H 3.224 -4.733 -0.194 0.2407
H -0.099 -4.449 1.751 0.2121
H 0.576 -4.017 3.214 0.2335
H 1.094 -5.552 2.667 0.2608

=====

49
Properties=species:S:1:pos:R:3:nbo_charge:R:1 method="wB97M-V/def2-TZVPD" charge=+1 total_energy_ha=-2308.20083 e_homo_ev="-11.08 / -11.08" relative_energy_kj_mol=87.3 lumo_ha="-0.14465 / -0.14462" homo_lumo_gap_ev="7.15 / 7.15"
Pt 0.488 0.835 -0.401 1.1233
N 0.347 0.105 1.885 -0.8625
C -0.744 -0.882 1.956 -0.1781
C -0.641 -1.816 3.181 -0.4068
C 0.090 -3.164 3.082 -0.4268
C 1.527 -3.195 2.552 -0.2354
N 1.642 -3.073 1.098 -0.5791
C 1.206 -3.978 0.228 0.7020
N 1.291 -3.715 -1.075 -0.7549
N 0.752 -5.161 0.638 -0.7607
C -0.958 -1.616 0.603 0.7676
O -1.464 -2.725 0.624 -0.6655
O -0.636 -1.005 -0.489 -0.7586
H 1.245 -0.310 2.103 0.3734
H 0.199 0.860 2.544 0.3891
H -1.658 -0.293 2.068 0.2296
H -1.656 -2.054 3.498 0.2406
H -0.201 -1.226 3.990 0.2066
H -0.531 -3.831 2.488 0.2313
H 0.127 -3.570 4.095 0.2293
H 2.007 -4.128 2.862 0.2114
H 2.127 -2.395 2.987 0.2222
H 2.093 -2.261 0.696 0.4386
H 1.444 -2.758 -1.359 0.4356
H 0.820 -4.311 -1.734 0.4176
H 0.603 -5.342 1.614 0.4226
H 0.293 -5.774 -0.013 0.4225
N -3.068 5.440 -3.795 -0.7474
C -3.041 5.417 -2.457 0.0604
S -3.791 6.509 -1.493 -0.0556
C -2.310 4.271 -1.845 -0.0155
C -2.489 2.970 -2.308 -0.2293
C -1.816 1.936 -1.692 0.0654
N -0.984 2.163 -0.666 -0.4379
C -0.808 3.410 -0.201 0.0588
C -1.465 4.482 -0.758 -0.2034
H -3.557 6.190 -4.256 0.4253
H -2.535 4.797 -4.356 0.4019
H -3.163 2.750 -3.124 0.2458
H -1.944 0.903 -1.989 0.2478
H -0.138 3.529 0.639 0.2293
H -1.329 5.475 -0.358 0.2665
F 4.739 0.992 -0.463 -0.5922
Te 3.241 0.843 -1.526 3.4308
F 1.815 0.992 -2.755 -0.6202
F 4.004 2.142 -2.597 -0.5813
F 4.013 -0.424 -2.622 -0.5961
F 2.463 2.337 -0.629 -0.6268
O 2.351 -0.338 -0.469 -1.1614

=====

45
Properties=species:S:1:pos:R:3:nbo_charge:R:1 method="wB97M-V/def2-TZVPD" total_energy_ha=-2244.89095 e_homo_ev=-5.71 lumo_ha=-0.14255 homo_lumo_gap_ev=1.83
O -3.226 2.037 2.984 -0.9549
S -3.417 0.604 3.184 1.5735
O -4.835 0.307 2.992 -0.9627
S -3.051 0.054 5.513 0.0099
C -1.361 0.458 6.048 0.5138
F -1.353 1.507 6.912 -0.3227
F -0.554 0.816 5.026 -0.3185
C -0.774 -0.789 6.775 0.5103
F -1.548 -1.039 7.858 -0.3241
F 0.516 -0.626 7.102 -0.3143
C -2.544 -0.360 1.772 0.7052
F -1.211 -0.451 1.940 -0.3540
F -3.007 -1.605 1.609 -0.3269
F -2.721 0.282 0.572 -0.3595
H -3.811 0.886 6.286 0.1855
H -0.906 -1.644 6.096 0.1360
C 0.512 1.581 -0.879 -0.6152
C 1.082 0.182 -1.200 0.0783
C -0.062 -0.742 -1.650 -0.4103
C -0.652 -0.438 -3.032 -0.4174
C 0.352 0.215 -3.993 -0.4179
C 1.828 -0.046 -3.659 0.0812
N 2.079 0.397 -2.271 0.2406
O 3.249 0.269 -1.917 -0.2298
C 2.649 0.830 -4.614 -0.6086
C 2.179 -1.511 -3.923 -0.6162
C 1.632 -0.397 0.094 -0.6177
H 1.299 2.250 -0.526 0.2231
H -0.247 1.520 -0.098 0.2554
H 0.050 2.047 -1.752 0.2130
H 0.294 -1.775 -1.647 0.2081
H -0.863 -0.713 -0.909 0.2611
H -1.029 -1.367 -3.464 0.2201
H -1.520 0.214 -2.929 0.2284
H 0.138 -0.104 -5.013 0.2320
H 0.175 1.294 -3.987 0.2153
H 2.473 1.889 -4.422 0.2224
H 2.369 0.629 -5.647 0.2292
H 3.719 0.642 -4.520 0.2308
H 1.975 -1.752 -4.966 0.2368
H 1.604 -2.204 -3.309 0.2225
H 3.236 -1.707 -3.744 0.2321
H 0.833 -0.468 0.828 0.2555
H 2.410 0.228 0.531 0.2324
H 2.039 -1.400 -0.052 0.2185